A.
The following is a quantum chemistry calculation of 2 unconnected molecules or ions with the total composition C3H10N, from the OMol25 dataset.

Last columns: bonded neighbours and bond lengths (Å).
Atoms and positions in Å:
1 N 1.530 1.961 0.211  H2 1.024, H3 1.030, H4 1.020, H5 1.023
2 H 1.695 1.242 -0.501  N1 1.024
3 H 0.940 2.669 -0.250  N1 1.030
4 H 2.425 2.381 0.462  N1 1.020
5 H 1.003 1.718 1.053  N1 1.023
6 C -0.628 -1.154 1.116  C7 1.501, H9 1.087, H10 1.087, H11 1.105
7 C -1.127 -0.997 -0.292  C6 1.501, C8 1.341, H12 1.083
8 C -0.378 -0.499 -1.286  C7 1.341, H13 1.085, H14 1.086
9 H -1.303 -0.689 1.828  C6 1.087
10 H 0.420 -0.874 1.189  C6 1.087
11 H -0.709 -2.232 1.346  C6 1.105
12 H -2.152 -1.306 -0.451  C7 1.083
13 H -0.882 -0.052 -2.136  C8 1.085
14 H 0.706 -0.561 -1.305  C8 1.086

The frontier orbital gap comes out at 8.633 eV. For the LUMO energy, the calculation gives -4.4 eV. The calculation puts the highest occupied orbital energy at -12.984 eV. The net charge is +1.

=====

B.
The following is a quantum chemistry calculation of 2 unconnected molecules or ions with the total composition C3H10N, from the OMol25 dataset.

Last columns: bonded neighbours and bond lengths (Å).
Atoms and positions in Å:
1 C 4.008 -3.427 0.554  H2 1.084, H3 1.087, H4 1.085, H5 1.087
2 H 5.043 -3.717 0.695  C1 1.084
3 H 3.962 -2.823 -0.349  C1 1.087
4 H 3.697 -2.984 1.494  C1 1.085
5 H 3.364 -4.269 0.312  C1 1.087
6 C -3.310 1.760 -0.592  N8 1.481, H9 1.087, H10 1.088, H11 1.081
7 C -0.882 1.870 -0.205  N8 1.276, H12 1.086, H13 1.082
8 N -2.071 2.261 0.046  C6 1.481, C7 1.276, H14 1.012
9 H -4.139 2.196 -0.040  C6 1.087
10 H -3.407 0.702 -0.355  C6 1.088
11 H -3.279 2.012 -1.643  C6 1.081
12 H -0.821 0.945 -0.771  C7 1.086
13 H -0.034 2.419 0.182  C7 1.082
14 H -2.129 3.054 0.672  N8 1.012

The frontier orbital gap comes out at 9.021 eV. For the LUMO energy, the calculation gives -5.6 eV. The calculation puts the highest occupied orbital energy at -14.650 eV. The net charge is +1.

=====

Of them, A has the lowest stability.

=====

A.
The following is a quantum chemistry calculation of a single C2H3Cl3N2 molecule, from the OMol25 dataset.

Last columns: bonded neighbours and bond lengths (Å).
Atoms and positions in Å:
1 C -0.248 -0.377 -0.163  C2 1.439, N3 1.245, N4 1.529
2 C 1.181 -0.346 0.008  C1 1.439, Cl5 1.831, Cl6 1.846, H8 1.103
3 N -0.859 -1.427 -0.433  C1 1.245, H9 1.105
4 N -0.831 1.031 -0.032  C1 1.529, Cl7 1.681, H10 1.059
5 Cl 1.817 0.953 -1.115  C2 1.831
6 Cl 1.587 0.099 1.753  C2 1.846
7 Cl -2.483 1.103 0.265  N4 1.681
8 H 1.898 -1.150 -0.223  C2 1.103
9 H -1.957 -1.485 -0.552  N3 1.105
10 H -0.105 1.598 0.492  N4 1.059

Its structure (SMILES) is [H]/N=C(\NCl)C(Cl)Cl. The frontier orbital gap comes out at 10.028 eV. For the LUMO energy, the calculation gives 0.4 eV. The calculation puts the highest occupied orbital energy at -9.602 eV. The net charge is 0.

=====

B.
The following is a quantum chemistry calculation of 2 unconnected molecules or ions with the total composition C2H3Cl3N2, from the OMol25 dataset.

Last columns: bonded neighbours and bond lengths (Å).
Atoms and positions in Å:
1 C -0.192 0.302 0.348  C2 1.545, N3 1.214
2 C 0.974 1.029 -0.359  C1 1.545, Cl5 1.805, H8 1.077, H9 1.142
3 N -1.204 0.517 0.982  C1 1.214, H10 1.057
4 N 0.137 -1.641 -0.349  Cl6 1.711, Cl7 1.799
5 Cl 1.260 2.641 0.399  C2 1.805
6 Cl -0.832 -1.605 -1.759  N4 1.711
7 Cl -0.580 -2.768 0.856  N4 1.799
8 H 0.563 1.127 -1.350  C2 1.077
9 H 1.912 0.446 -0.066  C2 1.142
10 H -2.040 -0.048 1.297  N3 1.057

The frontier orbital gap (spin up / spin down) comes out at 8.550 / 8.549 eV. For the LUMO energy (spin up / spin down), the calculation gives -0.2 / -0.2 eV. The calculation puts the highest occupied orbital energy (spin up / spin down) at -8.745 / -8.744 eV. The net charge is 0.

=====

Of them, B has the lowest stability.

=====

A.
The following is a quantum chemistry calculation of a single C6H8N4O molecule, from the OMol25 dataset.

Last columns: bonded neighbours and bond lengths (Å).
Atoms and positions in Å:
1 C 0.912 3.661 -1.083  H7 1.168, H8 1.162, H9 1.017, N15 1.695
2 C 0.166 1.230 -0.337  C3 1.413, N15 1.353, N17 1.449
3 C 0.778 0.740 -1.513  C2 1.413, H11 1.023, N16 1.279
4 C 0.127 -1.304 -1.024  C5 1.390, H12 1.039, N16 1.350
5 C -0.079 -0.932 0.300  C4 1.390, C6 1.541, N17 1.302
6 C -0.620 -2.045 1.217  C5 1.541, N18 1.391, O19 1.346
7 H 1.997 3.289 -1.302  C1 1.168
8 H 0.262 3.844 -2.028  C1 1.162
9 H 0.795 4.467 -0.474  C1 1.017
10 H -0.490 2.801 0.618  N15 0.950
11 H 1.075 1.402 -2.234  C3 1.023
12 H 0.043 -2.308 -1.275  C4 1.039
13 H -2.155 -1.689 2.690  N18 1.036
14 H -1.702 -0.240 2.113  N18 1.113
15 N 0.098 2.558 -0.088  C1 1.695, C2 1.353, H10 0.950
16 N 0.793 -0.488 -1.869  C3 1.279, C4 1.350
17 N -0.051 0.291 0.746  C2 1.449, C5 1.302
18 N -1.382 -1.306 2.117  C6 1.391, H13 1.036, H14 1.113
19 O -0.467 -3.381 1.274  C6 1.346

Its structure (SMILES) is CNc1cncc(C(N)=O)n1. The frontier orbital gap comes out at 8.665 eV. For the LUMO energy, the calculation gives 0.2 eV. The calculation puts the highest occupied orbital energy at -8.460 eV. The net charge is 0.

=====

B.
The following is a quantum chemistry calculation of a single C6H8N4O molecule, from the OMol25 dataset.

Last columns: bonded neighbours and bond lengths (Å).
Atoms and positions in Å:
1 C 0.404 1.440 2.724  C2 1.180, H12 1.124
2 C 0.264 1.767 1.598  C1 1.180, C6 1.477
3 C 0.075 -1.664 -0.458  C4 1.483, N9 1.357, H13 1.044
4 C 1.484 -2.128 -0.430  C3 1.483, N8 1.254, O11 1.396
5 C -1.910 0.544 -1.137  N10 1.439, H14 1.104, H15 1.148, H16 1.145
6 C -0.419 1.835 0.290  C2 1.477, N10 1.481, H17 1.159, H18 1.139
7 N 1.410 0.086 -0.090  N9 1.287, O11 1.382
8 N 1.961 -3.281 -0.557  C4 1.254, H19 0.986
9 N 0.199 -0.339 -0.195  C3 1.357, N7 1.287, N10 1.357
10 N -0.872 0.492 -0.140  C5 1.439, C6 1.481, N9 1.357
11 O 2.227 -1.026 -0.005  C4 1.396, N7 1.382
12 H 0.648 1.110 3.770  C1 1.124
13 H -0.744 -2.267 -0.692  C3 1.044
14 H -2.776 0.984 -0.611  C5 1.104
15 H -1.629 1.309 -1.945  C5 1.148
16 H -2.063 -0.550 -1.439  C5 1.145
17 H 0.178 2.289 -0.594  C6 1.159
18 H -1.347 2.495 0.269  C6 1.139
19 H 2.909 -3.095 -0.356  N8 0.986

The frontier orbital gap (spin up / spin down) comes out at 8.330 / 8.329 eV. For the LUMO energy (spin up / spin down), the calculation gives 0.6 / 0.6 eV. The calculation puts the highest occupied orbital energy (spin up / spin down) at -7.729 / -7.728 eV. The net charge is 0.

=====

Of them, B has the lowest stability.

=====

A.
The following is a quantum chemistry calculation of a single C3H2N2O molecule, from the OMol25 dataset.

Last columns: bonded neighbours and bond lengths (Å).
Atoms and positions in Å:
1 C 0.576 -1.839 0.009  C2 1.276, C3 1.869
2 C 1.586 -1.061 -0.036  C1 1.276, C3 1.697, N5 1.403
3 C 0.263 0.003 -0.009  C1 1.869, C2 1.697, N4 1.480, H7 1.149, H8 1.007
4 N 1.397 0.953 0.041  C3 1.480, N5 1.323
5 N 2.395 0.085 -0.019  C2 1.403, N4 1.323, O6 1.206
6 O 3.591 0.240 -0.005  N5 1.206
7 H -0.315 0.456 -0.893  C3 1.149
8 H -0.315 0.177 0.797  C3 1.007

The frontier orbital gap comes out at 10.098 eV. For the LUMO energy, the calculation gives -0.6 eV. The calculation puts the highest occupied orbital energy at -10.682 eV. The net charge is 0.

=====

B.
The following is a quantum chemistry calculation of 2 unconnected molecules or ions with the total composition C3H2N2O, from the OMol25 dataset.

Last columns: bonded neighbours and bond lengths (Å).
Atoms and positions in Å:
1 C 0.413 0.796 1.298  C3 1.410, N4 1.166
2 C -0.424 0.077 -1.200  C3 1.475, N5 1.327, O6 1.177
3 C 0.244 0.047 0.115  C1 1.410, C2 1.475, N5 1.468
4 N 0.508 1.324 2.333  C1 1.166
5 N -0.711 -0.942 -0.401  C2 1.327, C3 1.468, H8 1.020
6 O -0.620 0.671 -2.197  C2 1.177
7 H 2.257 -0.977 0.107  no bonds
8 H -1.668 -0.995 -0.054  N5 1.020

The frontier orbital gap (spin up / spin down) comes out at 8.750 / 8.717 eV. For the LUMO energy (spin up / spin down), the calculation gives -1.8 / -1.0 eV. The calculation puts the highest occupied orbital energy (spin up / spin down) at -10.539 / -9.741 eV. The net charge is 0.

=====

C.
The following is a quantum chemistry calculation of a single C3H2N2O molecule, from the OMol25 dataset.

Last columns: bonded neighbours and bond lengths (Å).
Atoms and positions in Å:
1 O -0.504 -0.306 1.305  C2 1.401, H7 0.967
2 C -0.011 0.344 0.165  O1 1.401, C3 1.487, C5 1.479, H8 1.094
3 C 1.430 0.043 -0.046  C2 1.487, N4 1.156
4 N 2.570 -0.143 -0.068  C3 1.156
5 C -0.881 0.046 -0.993  C2 1.479, N6 1.154
6 N -1.710 -0.227 -1.749  C5 1.154
7 H -0.820 -1.179 1.036  O1 0.967
8 H -0.074 1.421 0.350  C2 1.094

Its structure (SMILES) is N#CC(O)C#N. The frontier orbital gap comes out at 12.736 eV. For the LUMO energy, the calculation gives 0.3 eV. The calculation puts the highest occupied orbital energy at -12.462 eV. The net charge is 0.

=====

Of them, A has the lowest stability.

=====

A.
The following is a quantum chemistry calculation of 2 unconnected molecules or ions with the total composition C2H3INO2, from the OMol25 dataset.

Last columns: bonded neighbours and bond lengths (Å).
Atoms and positions in Å:
1 C 0.683 -0.888 0.545  C2 1.359, O4 1.142
2 C 1.324 -0.235 -0.460  C1 1.359, H7 1.032, H8 1.203, H9 1.072
3 N -1.845 0.957 -0.176  O5 1.212, I6 2.089
4 O 0.365 -1.663 1.321  C1 1.142
5 O -1.213 0.195 0.524  N3 1.212
6 I -3.681 1.683 0.506  N3 2.089
7 H 1.744 -0.996 -1.015  C2 1.032
8 H 1.992 0.705 -0.119  C2 1.203
9 H 0.632 0.242 -1.126  C2 1.072

The frontier orbital gap comes out at 8.096 eV. For the LUMO energy, the calculation gives -5.6 eV. The calculation puts the highest occupied orbital energy at -13.724 eV. The net charge is +1.

=====

B.
The following is a quantum chemistry calculation of a gas-phase ion, C2H3INO2 (charge +1), from the OMol25 dataset.

Last columns: bonded neighbours and bond lengths (Å).
Atoms and positions in Å:
1 C 1.155 0.759 0.215  N3 1.519, O4 1.141, I6 2.174
2 C -1.179 -0.138 -0.168  N3 1.439, H7 1.235, H8 1.164, H9 1.106
3 N 0.209 -0.422 0.081  C1 1.519, C2 1.439, O5 1.203
4 O 0.782 1.824 0.385  C1 1.141
5 O 0.554 -1.542 0.350  N3 1.203
6 I 3.186 0.015 -0.003  C1 2.174
7 H -1.326 -0.629 -1.292  C2 1.235
8 H -1.492 0.952 0.093  C2 1.164
9 H -1.890 -0.819 0.338  C2 1.106

Its structure (SMILES) is C[N+](=O)C(=O)I. The frontier orbital gap comes out at 6.410 eV. For the LUMO energy, the calculation gives -8.3 eV. The calculation puts the highest occupied orbital energy at -14.750 eV. The net charge is +1.

=====

Of them, B has the lowest stability.